<one>
The molecule C4N2. Source: the Open Molecules 2025 dataset; level of theory: ωB97M-V/def2-TZVPD.

Each line ends with the Mulliken charge.
Positions of all 6 atoms, in Å:
1 N 1.770 -1.254 -1.058  -0.31
2 N 0.001 0.782 1.324  -0.17
3 C -0.781 1.343 0.584  0.11
4 C 0.846 -0.758 -0.561  0.17
5 C -0.293 -0.198 0.056  0.50
6 C -1.543 0.085 -0.347  -0.31

As for the charge: 0. Its highest occupied orbital energy is -11.1 eV. The value obtained for the lowest unoccupied orbital energy is -2.3 eV. As for the HOMO-LUMO gap: 8.772 eV.

=====

<two>
The molecule C4N2. Source: the Open Molecules 2025 dataset; level of theory: ωB97M-V/def2-TZVPD.

Each line ends with the Mulliken charge.
Positions of all 6 atoms, in Å:
1 N -3.227 0.201 -0.069  -0.37
2 N 3.182 0.437 0.001  -0.27
3 C -2.038 0.052 0.097  -0.06
4 C 0.604 -0.239 -0.029  0.41
5 C -0.572 -0.119 0.017  0.51
6 C 2.051 -0.332 -0.017  -0.22

The SMILES is N#CC#CC#N. As for the charge: 0. Its highest occupied orbital energy is -11.3 eV. The value obtained for the lowest unoccupied orbital energy is -1.7 eV. As for the HOMO-LUMO gap: 9.646 eV.

=====

Most stable of them? <two>.

=====

<one>
A structure of composition C18H19N3O5S. Source: the Open Molecules 2025 dataset; level of theory: ωB97M-V/def2-TZVPD.

Each line ends with the Mulliken charge.
Positions of all 46 atoms, in Å:
1 S -2.491 -1.422 -0.083  -0.17
2 O 3.683 -3.923 -0.222  -0.36
3 O -4.690 1.660 -0.308  -0.57
4 O 3.588 3.631 -0.096  -0.29
5 O 2.840 -2.106 -1.038  -0.22
6 O -4.884 -0.597 -0.946  -0.41
7 N 1.590 -0.334 1.316  -0.55
8 N 1.023 1.782 1.421  -0.11
9 N -0.071 -1.999 0.544  -0.64
10 C 2.185 -2.762 1.394  -0.93
11 C -0.922 -0.942 0.458  1.23
12 C -4.236 0.565 -0.401  0.71
13 C 3.571 -2.243 -2.130  -0.72
14 C 4.109 3.475 -1.175  -0.41
15 C 0.679 0.535 0.927  0.78
16 C -1.830 1.053 0.233  -0.54
17 C -7.121 -0.123 0.141  -1.12
18 C -0.590 0.191 0.613  -0.02
19 C 3.049 -3.084 0.072  0.31
20 C 3.627 1.394 -0.534  0.34
21 C -2.853 0.266 -0.193  0.11
22 C 2.453 2.070 1.621  -2.24
23 C -6.114 -0.203 -1.169  -0.52
24 C 4.247 2.066 -1.781  -0.51
25 C -1.963 2.643 0.537  -1.50
26 C 1.237 -1.863 0.951  0.72
27 C 3.358 2.382 0.199  -0.03
28 H 3.283 -1.258 -2.758  0.19
29 H -2.955 2.806 0.252  0.49
30 H 0.551 2.401 1.003  0.32
31 H 3.225 -3.368 -2.607  0.23
32 H 3.590 0.313 -0.592  0.38
33 H 2.556 2.867 2.109  0.77
34 H -6.371 -0.950 -1.830  0.50
35 H -1.723 2.904 1.689  0.24
36 H 4.589 -2.346 -1.996  0.36
37 H 3.022 -2.360 1.837  0.28
38 H -1.090 2.908 -0.114  0.36
39 H -8.310 0.044 -0.332  0.25
40 H -6.951 0.592 0.697  0.48
41 H 4.516 4.324 -1.630  0.52
42 H 1.812 -3.630 1.909  0.37
43 H -6.272 0.707 -1.763  0.37
44 H -6.915 -1.094 0.638  0.30
45 H 2.938 1.456 2.086  0.99
46 H 4.739 1.839 -2.818  0.29

As for the charge: 0. Its highest occupied orbital energy is -8.3 eV. The value obtained for the lowest unoccupied orbital energy is -0.1 eV. As for the HOMO-LUMO gap: 8.220 eV.

=====

<two>
The molecule C18H19N3O5S. Source: the Open Molecules 2025 dataset; level of theory: ωB97M-V/def2-TZVPD.

Each line ends with the Mulliken charge.
Positions of all 46 atoms, in Å:
1 S 1.713 0.925 -1.947  1.33
2 O 2.796 0.871 -2.880  -0.75
3 O -3.678 -2.503 -1.855  -0.62
4 O -1.456 -0.421 1.536  -0.65
5 O 0.417 1.330 -2.421  -0.69
6 O 3.759 -0.600 -0.551  -0.34
7 N 2.185 1.892 -0.684  -0.17
8 N -2.385 -1.714 -0.130  0.18
9 N -5.087 0.207 -1.448  -0.62
10 C -3.419 -1.642 -1.061  0.44
11 C 1.510 2.543 1.590  -0.60
12 C -1.433 -2.804 -0.101  -1.13
13 C 0.228 -1.160 -1.026  0.25
14 C 1.042 -2.897 0.384  -1.23
15 C -3.357 0.320 0.215  0.46
16 C 1.494 -0.634 -1.101  -0.12
17 C 2.571 -1.227 -0.443  0.41
18 C -5.452 1.422 -1.059  -0.22
19 C -3.738 1.585 0.617  -0.35
20 C -4.057 -0.314 -0.818  0.36
21 C 2.328 -2.391 0.284  -0.56
22 C -4.822 2.144 -0.052  -0.57
23 C 1.602 1.126 2.140  -0.28
24 C 4.893 -1.185 0.051  -0.99
25 C -2.273 -0.584 0.667  0.22
26 C 1.167 2.552 0.099  -0.45
27 C -0.026 -2.291 -0.261  0.25
28 H 4.786 -1.239 1.139  0.38
29 H 5.725 -0.530 -0.199  0.26
30 H 3.128 -2.894 0.803  0.43
31 H -0.551 -0.646 -1.569  0.67
32 H 2.372 0.575 1.609  -0.09
33 H 1.851 1.145 3.199  0.44
34 H -3.218 2.107 1.407  0.55
35 H 5.089 -2.185 -0.348  0.37
36 H 0.657 0.603 2.015  -0.05
37 H 0.736 3.099 2.123  0.38
38 H -5.174 3.131 0.203  0.39
39 H 1.007 3.582 -0.244  0.31
40 H -1.710 -3.473 -0.923  0.37
41 H 0.872 -3.778 0.985  0.40
42 H 0.247 1.992 -0.074  0.17
43 H 3.026 2.411 -0.865  0.30
44 H 2.460 3.059 1.739  0.33
45 H -6.299 1.836 -1.590  0.43
46 H -1.527 -3.346 0.846  0.39

The SMILES is CCCNS(=O)(=O)c1cc(CN2C(=O)c3cccnc3C2=O)ccc1OC. As for the charge: 0. Its highest occupied orbital energy is -8.8 eV. The value obtained for the lowest unoccupied orbital energy is -0.6 eV. As for the HOMO-LUMO gap: 8.178 eV.

=====

<three>
The molecule C18H19N3O5S. Source: the Open Molecules 2025 dataset; level of theory: ωB97M-V/def2-TZVPD.

Each line ends with the Mulliken charge.
Positions of all 46 atoms, in Å:
1 S 0.328 2.594 0.897  1.35
2 O 4.769 -3.151 -0.315  -0.57
3 O 0.862 3.296 2.025  -0.75
4 O 3.929 -1.057 -0.058  -0.49
5 O -1.100 2.503 0.778  -0.56
6 O 0.065 0.189 -1.750  -0.52
7 N 2.620 -2.775 0.438  -0.10
8 N -2.074 0.788 -1.254  -0.02
9 N 0.927 3.406 -0.422  -0.40
10 C 0.588 -1.431 1.127  -1.12
11 C -2.399 -1.649 -1.333  0.93
12 C -3.577 -1.482 1.227  0.77
13 C 2.723 -0.571 0.349  0.75
14 C -2.520 -0.423 -0.678  0.71
15 C -4.232 -1.387 2.571  -1.64
16 C -2.845 -2.782 -0.661  -0.87
17 C -0.810 1.030 -1.673  -0.09
18 C -3.413 -2.710 0.596  -0.90
19 C 1.001 0.931 0.863  0.00
20 C 0.168 -0.113 1.219  -0.56
21 C -3.128 -0.347 0.572  -0.60
22 C 1.874 -1.642 0.672  0.79
23 C -0.570 2.470 -2.117  -0.74
24 C 3.874 -2.419 -0.015  0.28
25 C 2.306 0.738 0.439  -0.98
26 C -1.847 -1.758 -2.718  -1.59
27 C 0.855 2.898 -1.779  -0.60
28 H -5.317 -1.414 2.459  0.34
29 H -0.831 0.121 1.547  0.86
30 H 2.317 -3.728 0.538  0.15
31 H -0.769 -1.601 -2.707  0.22
32 H -2.059 -2.738 -3.138  0.49
33 H 1.518 2.034 -1.933  0.29
34 H 2.955 1.560 0.189  0.48
35 H -1.278 3.151 -1.648  0.41
36 H -0.070 -2.246 1.378  0.40
37 H -3.748 -3.612 1.087  0.42
38 H -2.282 -0.993 -3.360  0.33
39 H -2.582 1.601 -0.932  0.43
40 H -0.705 2.500 -3.201  0.47
41 H 1.813 3.820 -0.182  0.30
42 H -3.229 0.624 1.038  0.31
43 H 1.171 3.710 -2.440  0.49
44 H -3.966 -0.458 3.068  0.36
45 H -2.753 -3.743 -1.146  0.40
46 H -3.942 -2.224 3.203  0.38

The SMILES is Cc1ccc(C)c(NC(=O)CCNS(=O)(=O)c2ccc3[nH]c(=O)oc3c2)c1. As for the charge: 0. Its highest occupied orbital energy is -8.7 eV. The value obtained for the lowest unoccupied orbital energy is 0.5 eV. As for the HOMO-LUMO gap: 9.223 eV.

=====

Most stable of them? <three>.

=====

<one>
A cluster of 2 separate species, CH3OS in total. Source: the Open Molecules 2025 dataset; level of theory: ωB97M-V/def2-TZVPD.

Each line ends with the Mulliken charge.
Positions of all 6 atoms, in Å:
1 S -1.913 0.879 -0.149  -0.88
2 O 2.079 -1.382 -0.049  -0.48
3 C 1.054 -0.758 0.041  0.03
4 H -2.277 2.170 -0.085  -0.06
5 H 0.245 -1.088 0.722  0.19
6 H 0.811 0.178 -0.480  0.20

As for the charge: -1. Its highest occupied orbital energy is -2.7 eV. The value obtained for the lowest unoccupied orbital energy is 4.1 eV. As for the HOMO-LUMO gap: 6.845 eV.

=====

<two>
A cluster of 2 separate species, CH3OS in total. Source: the Open Molecules 2025 dataset; level of theory: ωB97M-V/def2-TZVPD.

Each line ends with the Mulliken charge.
Positions of all 6 atoms, in Å:
1 S -0.382 2.609 -1.127  -0.87
2 O -0.213 -1.687 1.414  -0.43
3 C 0.345 -0.979 0.618  -0.04
4 H -0.891 1.404 -1.328  -0.11
5 H 0.789 -0.006 0.851  0.23
6 H 0.352 -1.340 -0.428  0.22

As for the charge: -1. Its highest occupied orbital energy is -2.6 eV. The value obtained for the lowest unoccupied orbital energy is 3.9 eV. As for the HOMO-LUMO gap: 6.479 eV.

=====

<three>
A cluster of 2 separate species, CH3OS in total. Source: the Open Molecules 2025 dataset; level of theory: ωB97M-V/def2-TZVPD.

Each line ends with the Mulliken charge.
Positions of all 6 atoms, in Å:
1 S 0.479 -0.618 -1.531  -0.86
2 O -0.700 1.138 2.079  -0.53
3 C -0.236 0.180 1.359  0.03
4 H -0.930 -0.579 0.767  0.17
5 H 0.735 0.120 0.988  0.23
6 H -0.460 0.159 -2.053  -0.04

As for the charge: -1. Its highest occupied orbital energy is -2.9 eV. The value obtained for the lowest unoccupied orbital energy is 4.3 eV. As for the HOMO-LUMO gap: 7.214 eV.

=====

Most stable of them? <one>.

=====

<one>
The molecule C2H5N3O2S. Source: the Open Molecules 2025 dataset; level of theory: ωB97M-V/def2-TZVPD.

Each line ends with the Mulliken charge.
Positions of all 13 atoms, in Å:
1 S 0.926 0.318 3.211  0.47
2 O 1.043 1.201 4.298  -0.38
3 O 0.566 1.197 1.960  -0.19
4 N 0.048 -1.966 -0.957  -0.56
5 N 0.210 -1.046 0.068  -0.19
6 N 0.202 1.287 0.630  -0.24
7 C -0.523 0.788 -1.551  -0.99
8 C -0.028 0.210 -0.155  0.66
9 H 0.009 0.540 -2.478  0.29
10 H -1.510 0.496 -1.690  0.32
11 H -0.365 1.839 -1.330  0.32
12 H -0.772 -2.040 -1.542  0.23
13 H 0.195 -2.824 -0.464  0.26

As for the charge: 0. Its highest occupied orbital energy (alpha / beta) is -8.0 / -8.9 eV. The value obtained for the lowest unoccupied orbital energy (alpha / beta) is -1.4 / -0.5 eV. As for the HOMO-LUMO gap (alpha / beta): 6.664 / 8.374 eV.

=====

<two>
The molecule C2H5N3O2S. Source: the Open Molecules 2025 dataset; level of theory: ωB97M-V/def2-TZVPD.

Each line ends with the Mulliken charge.
Positions of all 13 atoms, in Å:
1 S 2.180 -1.144 0.077  -0.44
2 O -2.289 -0.475 0.614  -0.43
3 O -0.270 -1.977 -0.244  -0.43
4 N 1.526 1.770 0.098  -0.26
5 N -1.639 0.203 -0.475  -0.31
6 N 0.251 1.531 -0.129  -0.31
7 C 0.507 -0.928 -0.090  0.38
8 C -0.213 0.286 -0.220  0.37
9 H -1.945 1.174 -0.425  0.34
10 H 0.337 -2.728 -0.140  0.36
11 H 2.176 0.994 0.345  0.14
12 H -2.304 -1.431 0.245  0.36
13 H 1.683 2.726 0.343  0.23

The SMILES is N/N=C(/NO)C(O)=S. As for the charge: 0. Its highest occupied orbital energy is -8.6 eV. The value obtained for the lowest unoccupied orbital energy is -0.7 eV. As for the HOMO-LUMO gap: 7.899 eV.

=====

Most stable of them? <two>.

=====

<one>
The ion C4H8N3O2 with charge +1. Source: the Open Molecules 2025 dataset; level of theory: ωB97M-V/def2-TZVPD.

Each line ends with the Mulliken charge.
Positions of all 17 atoms, in Å:
1 O 0.409 2.043 0.637  -0.40
2 O -1.504 1.240 -0.109  -0.27
3 N -0.158 1.205 0.086  0.90
4 N -0.718 -0.718 -0.777  -0.30
5 N 1.961 -0.486 -0.104  -0.22
6 C -1.893 -0.076 -0.493  0.23
7 C -2.725 -0.690 0.754  -1.00
8 C 0.273 -0.066 -0.327  0.23
9 C 3.176 0.248 -0.247  -0.71
10 H -3.739 -1.205 0.457  0.31
11 H -2.055 -1.362 1.255  0.34
12 H 3.624 0.323 0.774  0.29
13 H 3.913 -0.287 -0.942  0.30
14 H 3.057 1.240 -0.672  0.29
15 H -3.110 0.171 1.281  0.33
16 H 1.985 -1.492 -0.180  0.26
17 H -2.494 -0.088 -1.394  0.42

The SMILES is CNC1=N[C@@H](C)O[N+]1=O. As for the charge: +1. Its highest occupied orbital energy is -13.7 eV. The value obtained for the lowest unoccupied orbital energy is -7.2 eV. As for the HOMO-LUMO gap: 6.590 eV.

=====

<two>
A cluster of 2 separate species, C4H8N3O2 in total. Source: the Open Molecules 2025 dataset; level of theory: ωB97M-V/def2-TZVPD.

Each line ends with the Mulliken charge.
Positions of all 17 atoms, in Å:
1 O -1.340 2.577 -0.029  -0.39
2 O 1.175 -1.223 0.255  -0.73
3 N 3.038 0.565 -0.167  -0.62
4 N -0.922 -1.559 0.494  -0.19
5 N -0.019 0.695 0.004  -0.33
6 C -1.074 1.344 -0.179  0.30
7 C -2.264 -1.514 0.047  0.27
8 C -2.938 -0.471 -0.403  -0.79
9 C 0.052 -0.638 0.196  0.60
10 H 2.439 1.413 -0.194  0.33
11 H -0.646 3.286 0.359  0.37
12 H 2.325 -0.372 0.164  0.41
13 H -3.799 -0.104 -0.894  0.38
14 H 3.441 0.246 -1.077  0.36
15 H 3.798 0.708 0.538  0.37
16 H -2.627 -2.512 0.083  0.37
17 H -0.638 -2.440 0.803  0.28

As for the charge: +1. Its highest occupied orbital energy (alpha / beta) is -12.9 / -12.6 eV. The value obtained for the lowest unoccupied orbital energy (alpha / beta) is -4.0 / -4.6 eV. As for the HOMO-LUMO gap (alpha / beta): 8.886 / 7.984 eV.

=====

<three>
The ion C4H8N3O2 with charge +1. Source: the Open Molecules 2025 dataset; level of theory: ωB97M-V/def2-TZVPD.

Each line ends with the Mulliken charge.
Positions of all 17 atoms, in Å:
1 O -2.177 -0.987 -0.370  -0.14
2 O 2.412 -1.538 0.115  -0.40
3 N -0.986 -0.687 -0.071  -0.10
4 N 0.388 0.956 -0.801  -0.55
5 N 1.374 0.494 -0.211  0.70
6 C -0.013 -1.536 -0.219  -0.27
7 C 1.378 -1.014 -0.063  0.33
8 C -3.185 -0.103 0.108  -0.53
9 C 2.483 1.092 0.315  -0.79
10 H -2.945 0.297 1.117  0.29
11 H 2.889 2.078 0.040  0.36
12 H 0.230 1.926 -0.709  0.24
13 H 3.302 0.401 0.272  0.38
14 H -0.117 -2.551 -0.407  0.53
15 H 2.468 1.140 1.401  0.40
16 H -4.121 -0.668 0.079  0.28
17 H -3.380 0.700 -0.598  0.29

The SMILES is [H]/N=[N+](\C)C(=O)/C=N/OC. As for the charge: +1. Its highest occupied orbital energy (alpha / beta) is -13.8 / -13.8 eV. The value obtained for the lowest unoccupied orbital energy (alpha / beta) is -6.1 / -6.1 eV. As for the HOMO-LUMO gap (alpha / beta): 7.699 / 7.700 eV.

=====

Most stable of them? <two>.

=====

<one>
The molecule CH2NO2P. Source: the Open Molecules 2025 dataset; level of theory: ωB97M-V/def2-TZVPD.

Each line ends with the Mulliken charge.
Positions of all 7 atoms, in Å:
1 P -1.625 -0.482 -2.018  0.33
2 O -0.684 -1.970 0.073  -0.42
3 O -2.243 -1.746 -1.667  -0.35
4 N -0.584 0.072 -0.702  -0.22
5 C -0.498 -0.817 0.346  0.13
6 H 0.026 0.874 -0.724  0.24
7 H -0.634 -0.564 1.496  0.29

The SMILES is O=CNP=O. As for the charge: 0. Its highest occupied orbital energy is -9.7 eV. The value obtained for the lowest unoccupied orbital energy is -0.3 eV. As for the HOMO-LUMO gap: 9.372 eV.

=====

<two>
A structure of composition CH2NO2P. Source: the Open Molecules 2025 dataset; level of theory: ωB97M-V/def2-TZVPD.

Each line ends with the Mulliken charge.
Positions of all 7 atoms, in Å:
1 P -0.371 -0.724 1.133  0.67
2 O -1.178 -1.773 1.697  -0.47
3 O 1.962 -0.703 -0.211  -0.50
4 N -0.260 -0.399 -0.418  -0.45
5 C 1.034 -0.281 -0.840  0.28
6 H 1.123 0.082 -1.977  0.30
7 H 0.450 -0.203 2.161  0.16

As for the charge: 0. Its highest occupied orbital energy is -10.6 eV. The value obtained for the lowest unoccupied orbital energy is -1.1 eV. As for the HOMO-LUMO gap: 9.525 eV.

=====

Most stable of them? <one>.